1.
The following is a quantum chemistry calculation of an isolated molecule of C5H10BN at a distorted geometry, from OMol25.

Geometry as XYZ:
```
17
Properties=species:S:1:pos:R:3:forces:R:3:nbo_charge:R:1
B 0.4742 -0.0979 0.4001 1.875 -0.509 0.549 0.81
C 1.4605 1.1302 0.1429 1.553 0.392 1.278 -0.74
C 0.7221 1.9850 -0.8145 -0.750 0.044 -0.008 -0.22
H -2.4409 -1.0233 0.0802 0.905 0.167 -0.348 0.21
H -1.3369 1.8511 -1.8206 1.896 -0.679 1.443 0.22
H 1.0778 -2.2864 0.7206 0.511 1.310 0.867 0.25
C -0.4703 1.5077 -1.1216 -1.242 -2.582 0.151 -0.03
H 1.3462 -1.0301 2.2352 -0.695 -1.220 -1.520 0.24
H 1.1218 2.8676 -1.2243 0.312 1.078 -0.352 0.21
H -2.3829 0.2221 -1.1991 -0.648 -0.782 0.260 0.19
H -0.2396 -1.7154 1.5866 -0.329 -0.023 0.752 0.22
N -0.6028 0.0963 -0.4106 -1.320 2.901 -1.861 -0.66
H 1.7885 1.7378 1.1059 -0.447 -1.269 -1.917 0.24
C 0.7487 -1.3689 1.3076 0.057 0.119 0.077 -0.96
C -1.8121 -0.6012 -0.7361 -1.050 -0.153 -2.065 -0.40
H -1.7070 -1.3460 -1.6261 0.068 0.846 1.769 0.19
H 2.3904 0.7568 -0.3948 -0.697 0.361 0.924 0.25
```
Positions in Å, forces in eV/Å.

- Kohn-Sham gap: 9.44 eV
- LUMO energy: 0.768 eV
- SMILES: CB1CC=CN1C
- ΔE to the lowest compared entry with this formula, charge and spin: 127.1 kJ/mol



2.
The following is a quantum chemistry calculation of a structure of composition C13H14Cl3FeN2O, from OMol25.

Geometry as XYZ:
```
34
Properties=species:S:1:pos:R:3:forces:R:3:nbo_charge:R:1
Cl 3.7797 2.5593 3.7985 -0.018 0.028 0.009 -0.05
C -2.0056 -0.0623 -0.6974 -0.064 0.062 -0.222 0.51
Cl -0.6290 3.5238 0.7694 0.090 0.184 0.344 0.01
H 0.2197 -4.3396 -0.9424 -0.014 -0.011 0.032 0.21
Fe -1.1517 2.7593 -1.6602 0.198 0.118 -0.327 0.99
H -3.3906 -2.1635 -0.5594 -0.008 -0.038 0.012 0.22
N -1.6053 -1.2089 -0.1833 0.255 0.208 0.055 -0.48
C 1.3046 1.8779 -0.0369 0.229 -0.090 0.251 0.33
C 2.5264 1.2002 0.2511 -0.148 0.006 -0.164 -0.12
C 0.9180 2.7535 1.0160 -0.254 0.015 -0.159 -0.13
H -2.1527 4.9598 -2.8945 -0.051 -0.039 -0.026 0.15
H -2.7550 -2.4411 1.0557 0.026 -0.018 -0.007 0.18
H -0.1847 -2.8084 -1.6967 -0.008 -0.002 -0.004 0.21
H 4.1936 0.8628 1.5407 -0.009 -0.006 -0.019 0.23
C 3.2703 1.4066 1.3935 0.144 -0.020 0.133 -0.25
C -0.2960 -3.3916 -0.7797 0.049 -0.011 -0.057 -0.40
C 2.8311 2.3051 2.3525 -0.057 -0.076 -0.165 -0.10
C 0.3240 -2.6233 0.3795 0.008 0.035 0.119 -0.42
H -0.9183 4.1536 -3.8968 0.005 0.052 0.009 0.15
H 1.4061 -2.5402 0.2749 -0.003 0.026 -0.020 0.23
H -2.2796 -4.0420 -1.3704 0.022 0.039 -0.027 0.21
H -0.3523 -0.8588 1.4853 0.032 -0.010 -0.005 0.19
C -2.4765 -2.3574 -0.0014 -0.066 0.100 -0.001 -0.20
O 0.6155 1.6823 -1.0843 0.013 -0.141 -0.019 -0.79
C -1.5143 4.0729 -2.9785 -0.054 0.072 -0.070 -1.37
C -1.7745 -3.6434 -0.4893 -0.055 -0.068 0.034 -0.41
H 0.1358 -3.1640 1.3133 -0.014 -0.021 -0.032 0.19
Cl 3.0783 0.0231 -0.9158 0.008 0.036 0.040 -0.03
N -2.2196 0.9779 -1.1637 -0.202 -0.387 0.304 -0.49
H 1.2644 3.6697 2.9151 -0.003 -0.001 -0.002 0.23
H -1.8538 -4.4048 0.2914 -0.017 -0.009 -0.022 0.20
C -0.2741 -1.2135 0.4522 -0.130 -0.095 -0.015 -0.20
C 1.6353 2.9811 2.1686 0.030 0.023 0.069 -0.24
H 0.3308 -0.5059 -0.1069 0.066 0.040 -0.047 0.25
```
Positions in Å, forces in eV/Å.

- Kohn-Sham gap (spin up / spin down): 3.91 / 4.41 eV
- Total charge: -1
- LUMO energy (spin up / spin down): 2.564 / 2.560 eV
- Spin multiplicity: 5



3.
The following is a quantum chemistry calculation of a cluster of 2 separate species, C13H25BClF3N2O11P2S in total at a distorted geometry, from OMol25.

Geometry as XYZ:
```
59
Properties=species:S:1:pos:R:3:forces:R:3:nbo_charge:R:1
H 2.4389 -2.4944 -2.2746 -0.030 -0.224 0.062 0.55
O -1.1290 4.8595 0.1266 0.845 -0.580 1.437 -0.95
H -0.1586 3.0535 1.4972 0.345 -0.145 0.120 0.26
N -1.0967 -2.2740 3.0294 0.203 0.553 0.146 -0.48
H 0.7237 2.1654 -0.9641 -0.117 0.157 -0.269 0.25
O 0.7330 4.7600 -1.4788 -0.072 -1.084 0.679 -0.82
H 0.7106 1.5074 1.1426 0.094 0.257 0.138 0.19
C -1.6502 -2.9659 -1.3633 -0.415 0.228 0.434 0.05
H -2.2172 -2.1731 -1.8633 0.124 -0.028 -0.076 0.18
H -2.5872 -3.0395 4.2706 -0.001 0.093 0.104 0.22
C -1.3999 -1.2161 2.0678 0.761 0.254 0.388 -0.04
H 0.4592 -3.2490 0.6055 -0.078 0.084 0.054 0.47
C 0.3314 -2.4197 3.3049 -0.079 -0.433 -1.210 -0.37
H 2.1047 -2.7571 2.1425 0.060 0.159 -0.358 0.28
H -0.9848 1.7858 -1.0723 -0.153 0.257 -0.019 0.24
C -0.2555 2.3977 -0.5413 0.981 -0.076 0.341 -0.70
H -2.4845 -1.2218 1.9453 0.048 -0.001 -0.139 0.23
H 2.3222 -5.4374 3.6785 0.051 0.229 0.164 0.52
H -1.9579 0.8562 0.6398 -0.060 0.077 0.086 0.19
O 3.0116 -1.4897 0.1161 0.851 0.271 1.478 -1.06
C -0.1898 2.1007 0.9667 -0.733 -0.251 -0.448 -0.41
H 0.6299 -1.7469 4.1227 0.288 -0.272 0.055 0.23
C 1.5436 3.4959 -6.2038 -0.320 -0.946 0.440 0.67
O 2.2321 5.0614 -7.9261 -0.038 -0.214 -0.013 -0.57
S -0.6220 4.1012 -0.9748 -1.257 1.948 -0.638 2.37
C -1.0188 0.2087 2.5134 0.105 0.224 -0.288 -0.43
H 0.5391 -0.3580 -1.7474 0.226 0.437 -0.079 0.52
Cl -0.5538 -5.3662 2.5709 0.567 0.490 -0.358 -0.34
O 1.8036 -2.7778 -1.5919 -1.609 0.080 0.093 -0.98
H 1.5024 4.3351 -1.0647 0.073 0.391 -0.221 0.50
C 1.9492 4.8439 -6.7797 0.310 1.145 -0.336 0.67
H -2.0862 1.9840 1.9894 -0.183 0.008 -0.329 0.24
C 1.2455 -2.0901 2.1026 -0.110 0.288 1.200 -0.25
O 1.2883 -0.2794 -1.1268 -1.542 -1.105 0.089 -0.94
H -0.9356 -0.8153 0.0092 0.823 0.109 0.073 0.24
P 1.7152 -1.6578 -0.4767 2.762 0.706 -1.324 2.46
H -0.6274 -2.9517 -1.7579 -0.069 -0.318 0.058 0.16
O 1.3077 3.6399 -4.9117 0.173 0.056 -0.309 -0.68
O 2.1187 -4.4911 3.6160 -0.353 0.224 -0.828 -0.99
H 0.0523 0.2923 2.7242 -0.042 -0.109 -0.042 0.19
H -2.7999 -2.5208 0.3584 0.072 0.156 0.067 0.24
F -2.2631 -4.1634 -1.6617 0.231 -0.065 -0.214 -0.34
H -1.2762 -2.3124 5.1510 -0.028 0.395 0.019 0.21
O 1.9414 5.7427 -5.8074 -0.004 -0.668 -0.179 -0.66
C -1.8992 -2.1861 4.2646 -0.485 -1.127 -0.335 -0.43
C -0.8279 -1.6545 0.6978 -2.476 -0.561 0.035 -0.05
P 0.5406 -4.1890 3.9246 -0.529 -0.503 1.711 1.12
H -2.5291 -1.2983 4.3124 0.341 0.184 0.083 0.21
O -1.5146 4.1125 -2.0679 -0.172 -0.943 -1.278 -0.92
B 1.5375 5.0676 -4.5486 -0.370 0.712 0.874 1.25
O 1.4493 2.4615 -6.8116 0.060 0.058 -0.083 -0.59
F 0.3600 5.6339 -4.0564 0.343 -0.147 -0.224 -0.54
H 1.5987 -1.0677 2.1995 0.066 -0.039 -0.301 0.25
F 2.5607 5.1561 -3.5898 -0.070 -0.126 -0.127 -0.56
H -1.5053 0.4349 3.4635 -0.053 -0.220 -0.018 0.23
C -1.4106 1.2981 1.4788 0.338 0.075 0.592 -0.41
H -1.5761 -3.6886 0.7129 0.101 -0.032 -0.251 0.24
C -1.7597 -2.7673 0.1502 0.371 0.090 -0.151 -0.47
N 0.5656 -2.2356 0.7667 -0.167 -0.177 -0.576 -0.69
```
Positions in Å, forces in eV/Å.

- Kohn-Sham gap: 6.53 eV
- LUMO energy: -1.497 eV



4.
The following is a quantum chemistry calculation of a cluster of 9 separate species, C21H57Br2N4O8S8 in total at a distorted geometry, from OMol25.

Geometry as XYZ:
```
100
Properties=species:S:1:pos:R:3:forces:R:3:mulliken_charge:R:1
O -1.9760 -4.8486 -2.3555 -0.068 -0.086 0.022 -0.57
H -3.8291 5.8775 4.1195 -0.397 -0.172 -0.250 -0.34
H -4.9821 4.5083 4.1004 -0.144 -0.057 -0.092 0.41
H 7.7031 2.2512 2.6857 -0.022 0.001 -0.018 0.30
C 2.9510 0.8369 -0.6879 -0.035 0.175 0.157 -1.35
S -0.4712 3.2033 4.2192 -0.054 -0.084 0.044 0.33
H 4.2782 -10.7137 -8.2784 -0.020 0.014 -0.004 0.31
S -0.6415 -2.4872 2.9254 -0.018 0.212 -0.013 0.74
N -3.1402 2.1943 0.2670 0.127 0.007 0.003 0.07
H -4.9206 8.4227 5.4184 -0.002 0.017 0.026 0.33
H -0.9152 5.4277 3.4973 -0.014 -0.006 -0.005 0.12
C -4.7926 5.5231 3.7511 -0.541 -0.514 -0.616 -0.35
S 3.8704 -8.4651 -8.8769 -0.018 -0.015 -0.022 0.47
H 6.9792 0.9848 -0.8289 -0.018 -0.010 0.012 0.29
H -1.0706 -1.7737 5.1626 -0.003 0.005 -0.018 0.33
H 2.5865 -5.7161 -6.0065 -0.009 0.006 0.014 0.32
H -1.6210 9.7883 3.9162 -0.004 -0.011 0.025 0.41
S -3.2136 -4.6388 -1.5538 0.039 0.064 -0.005 0.39
H 1.3266 -0.5796 -0.5280 0.045 -0.014 -0.021 0.40
C -6.3521 4.8688 1.6501 0.005 -0.079 -0.201 -1.04
H 8.3067 0.5638 2.7827 -0.007 -0.008 0.005 0.38
H -0.4502 -4.8256 -3.8709 0.011 -0.039 -0.037 0.22
H -1.9730 -3.2049 -0.1045 -0.004 -0.083 0.028 0.16
H -0.2121 -6.3373 -4.7715 -0.009 0.012 -0.024 0.34
O -2.7141 6.5688 4.9803 1.177 0.367 0.584 -0.49
H -4.0880 9.8467 4.7505 0.026 -0.029 0.018 0.42
H -2.8286 3.2338 4.5217 0.056 -0.026 -0.046 0.03
C 1.0393 -1.9588 3.2721 0.065 0.032 0.048 -0.94
C 0.5481 1.0007 -1.6967 -0.333 -0.223 0.220 -0.94
H -6.4501 3.9009 2.1415 0.033 0.026 0.033 0.31
H -6.4663 4.7604 0.5732 -0.029 0.005 -0.015 0.38
H 3.1594 1.8487 -0.3430 -0.038 0.035 -0.093 0.37
C 5.2015 -7.2926 -9.1595 0.062 0.025 -0.015 -0.92
H 5.8318 -7.2419 -8.2719 -0.024 -0.014 0.014 0.30
C 7.4241 1.2030 2.7899 0.046 0.021 0.039 -0.97
H 1.0096 -1.0217 3.8292 -0.024 0.019 -0.045 0.32
H -2.8677 -2.3210 -1.3739 -0.072 0.006 -0.037 0.25
N -2.9743 0.2338 -0.7186 -0.080 0.005 -0.024 -0.37
H 0.4584 2.0865 -1.7008 0.129 0.004 -0.051 0.31
H -2.0026 4.4327 5.5633 -0.011 -0.032 0.012 0.31
N -0.7820 0.4083 -1.5549 0.165 0.320 -0.087 -0.03
H -7.0990 5.5667 2.0263 0.026 0.015 0.004 0.38
O -3.7386 4.4613 1.5900 0.088 -0.351 -0.198 -0.79
C -4.1633 8.7604 4.7139 -0.094 -0.054 -0.063 -0.93
O 3.2330 -8.0818 -7.5885 0.017 -0.006 0.012 -0.56
N -1.9213 2.1246 -0.3308 0.200 0.014 -0.491 0.11
H -4.7149 0.8117 0.3843 -0.003 -0.054 -0.077 0.47
H 5.5754 -9.6421 -7.6878 -0.020 0.022 0.005 0.31
H -3.2342 -6.7645 -0.5263 -0.019 0.008 -0.031 0.35
H -0.0375 4.4647 2.2717 0.042 0.001 0.051 0.36
O -0.6123 1.8841 3.5275 -0.025 0.004 -0.049 -0.54
H 1.2703 -6.5038 -6.9180 0.017 -0.016 -0.009 0.39
C -2.9181 -3.1234 -0.6441 0.001 0.036 0.151 -0.70
H 1.5581 -2.7328 3.8377 -0.045 -0.041 -0.023 0.42
C 4.9253 -9.8764 -8.5304 0.052 -0.041 0.002 -0.97
H -2.0548 8.3667 2.9112 -0.014 -0.003 0.010 0.25
C 0.2434 -5.3877 -4.4913 0.057 0.024 0.041 -0.76
C -1.1175 -2.7292 4.6401 -0.009 -0.024 0.060 -1.04
H -5.5827 6.1995 4.0766 -0.059 0.001 -0.032 0.45
C -1.6288 8.7003 3.8578 0.026 -0.063 -0.035 -0.89
H 1.1781 -5.5536 -3.9544 0.020 0.012 -0.042 0.34
H 3.5055 0.1781 -0.0228 0.030 0.022 -0.018 0.28
O 5.2478 1.7487 1.3927 -0.003 0.043 -0.012 -0.58
H -1.7954 4.2213 2.5140 0.030 0.021 0.090 -0.40
H 3.3267 0.7205 -1.7026 -0.045 -0.110 -0.014 0.42
C 1.7568 -5.5569 -6.6936 0.004 0.023 0.007 -0.95
H -3.4059 3.0228 0.8318 -0.250 0.108 0.023 0.41
C 1.4759 0.4983 -0.5887 0.045 -0.094 -0.241 0.57
H -2.1716 -5.6312 0.3536 0.003 0.049 0.006 0.24
S -2.5989 8.0405 5.2152 0.202 0.591 0.220 0.34
H -3.9545 -5.5279 0.5336 -0.007 0.006 -0.012 0.36
H -1.2161 2.8401 -0.2571 -0.113 0.032 0.319 0.28
H -0.4503 -3.4576 5.1003 0.004 -0.008 -0.024 0.32
C -1.9704 3.4166 5.1695 -0.098 0.080 0.162 -0.70
O 1.3414 -3.2171 -5.5263 0.017 0.044 0.045 -0.63
O -0.5645 -3.8329 2.2966 -0.027 -0.087 -0.066 -0.68
Br 0.7474 1.1886 1.0892 0.164 -0.123 0.179 -0.08
C -3.1326 -5.7498 -0.1472 0.106 -0.043 0.053 -0.91
H -2.1383 -3.1054 4.6485 0.000 -0.003 -0.020 0.33
S 6.3425 0.7403 1.4344 0.009 -0.046 0.003 0.53
C -0.8498 4.4605 2.9987 0.159 0.007 -0.095 0.06
C -1.8296 0.9205 -0.9100 -0.100 -0.370 0.117 0.39
H 5.5107 -10.1181 -9.4175 -0.009 -0.006 -0.003 0.39
H 6.8714 1.0556 3.7151 -0.018 -0.009 -0.012 0.32
H 8.3676 0.5227 0.1844 -0.007 -0.008 -0.006 0.37
H -3.7388 -2.9310 0.0478 -0.002 0.002 -0.009 0.39
S 0.5758 -4.4240 -5.9637 -0.019 -0.004 -0.015 0.46
H 4.7484 -6.3218 -9.3489 -0.022 -0.011 0.002 0.30
H 5.7800 -7.6033 -10.0294 -0.007 0.006 -0.005 0.38
H 7.7631 2.2122 0.2009 -0.024 0.002 0.016 0.31
C 7.4872 1.1613 0.1169 0.051 0.023 -0.030 -0.93
H -0.9078 -0.5201 -1.9342 -0.064 -0.012 0.054 0.34
H -1.9598 2.6955 5.9845 0.051 -0.016 -0.023 0.43
H -0.6136 8.3233 3.9652 -0.001 0.000 0.022 0.33
H 1.5393 -1.7962 2.3196 -0.026 -0.010 -0.013 0.19
Br 1.1924 0.4477 -3.4380 0.011 0.026 -0.084 -0.05
H 2.1216 -5.1104 -7.6163 -0.020 0.021 0.003 0.32
C -3.7297 1.0346 0.0075 0.123 0.233 0.103 -0.35
S -4.7217 5.5367 1.9651 -0.400 0.191 0.431 0.33
H -4.4100 8.4241 3.7064 0.006 0.073 -0.006 0.24
```
Positions in Å, forces in eV/Å.

- Kohn-Sham gap: 7.47 eV
- Total charge: +1
- LUMO energy: -1.825 eV



DFT total energy values, unit eV, following the record order: -7513.05058, -90688.70862, -90158.75749, -271797.47246.